[1]
Computed, not measured: a structure of composition C18H45BCd2F4KN3O8S2, with ωB97M-V with the def2-TZVPD basis set.

Computed properties:
LUMO energy, eV: -0.205
F_max, eV Å⁻¹: 2.12
HOMO, eV: -8.94

Last column: Löwdin charge in e.
Element x y z (Å)
Cd (-3.84942, -5.70314, 25.09680)  1.428
Cd (-0.44875, -8.83841, 24.48284)  1.446
K (-1.18638, -8.46529, 20.21853)  0.907
S (-1.38556, -6.70702, 23.01368)  0.273
S (-3.17849, -8.00515, 26.36562)  0.288
F (0.63007, -9.49863, 22.73534)  0.024
F (-0.71958, -10.97234, 23.72528)  0.035
F (1.17507, -11.75215, 22.66962)  0.185
F (-0.62083, -10.85141, 21.43399)  0.074
O (-0.24041, -6.74819, 23.97413)  -0.425
O (-4.27202, -7.77265, 25.31100)  -0.493
O (-1.01192, -6.26902, 21.67302)  -0.412
O (-3.74184, -8.68461, 27.49501)  -0.300
O (-2.48664, -5.89659, 23.58521)  -0.476
O (-2.08543, -8.75845, 25.71558)  -0.456
O (-2.70768, -6.59409, 26.64359)  -0.497
O (-1.77233, -8.15683, 22.87952)  -0.506
N (1.36432, -8.99157, 25.84070)  -0.250
N (-4.32465, -8.53032, 19.82596)  -0.191
N (-3.47140, -3.47547, 25.37945)  -0.251
C (0.14158, -10.75759, 27.16142)  -0.070
C (-5.59362, -6.67066, 21.10756)  -0.063
C (-4.37739, -7.13560, 20.31810)  -0.251
C (-5.65802, -8.02988, 17.82605)  -0.088
C (-3.87083, -10.87737, 20.42511)  -0.080
C (-4.68862, -1.21379, 25.48941)  -0.075
C (2.72958, -7.53956, 24.26306)  -0.081
C (1.43263, -10.31578, 26.47105)  -0.258
C (-4.16368, -9.48618, 20.95102)  -0.254
C (2.14161, -7.85178, 27.99299)  -0.063
C (-2.46628, -2.94417, 24.42043)  -0.252
C (-4.73896, -2.70319, 25.24749)  -0.268
C (-3.79309, -3.75114, 27.88519)  -0.088
C (-5.54829, -8.86084, 19.09985)  -0.264
C (-2.93154, -3.31578, 26.74278)  -0.283
C (1.16225, -7.89342, 26.80748)  -0.253
C (2.63017, -8.81918, 25.04472)  -0.236
C (-2.92211, -2.98363, 22.97631)  -0.083
B (0.17151, -10.83422, 22.59612)  -1.246
H (3.16784, -8.06052, 27.69960)  0.070
H (2.05506, -6.89001, 28.49478)  0.077
H (0.14528, -7.99069, 27.19472)  0.097
H (-3.34150, -3.47275, 28.84019)  0.089
H (-4.51323, -11.25430, 19.63165)  0.060
H (-6.05871, -7.03126, 18.03700)  0.066
H (-3.94124, -11.66281, 21.18220)  0.088
H (2.40232, -6.66685, 24.82687)  0.065
H (-4.18349, -6.51959, 19.43376)  0.113
H (-6.36580, -8.43324, 17.09981)  0.072
H (1.81632, -8.60060, 28.71840)  0.071
H (-2.16309, -1.93654, 24.71060)  0.115
H (-4.78840, -3.30646, 27.91545)  0.071
H (-5.37717, -5.68884, 21.52710)  0.066
H (-5.74000, -7.33391, 21.96614)  0.077
H (2.13298, -7.56362, 23.35207)  0.060
H (-0.23987, -10.03277, 27.87808)  0.073
H (2.26166, -10.34105, 27.19120)  0.113
H (-0.62911, -10.98668, 26.42662)  0.059
H (-5.61613, -0.72811, 25.18324)  0.085
H (-5.08657, -9.49281, 21.54653)  0.122
H (-3.88836, -0.68984, 24.96796)  0.074
H (-6.50527, -6.70719, 20.51599)  0.065
H (-4.59723, -0.99034, 26.55398)  0.077
H (1.67022, -11.07297, 25.72159)  0.121
H (1.15319, -6.93350, 26.29450)  0.093
H (-2.05853, -2.87580, 22.32054)  0.090
H (-6.45549, -8.66360, 19.68640)  0.114
H (-4.69758, -7.87371, 17.33368)  0.076
H (-3.43615, -3.90166, 22.70482)  0.050
H (-5.23664, -2.97194, 24.31314)  0.108
H (-5.45348, -3.13083, 25.95772)  0.101
H (3.76703, -7.40581, 23.95193)  0.082
H (3.47495, -9.07355, 25.69218)  0.114
H (-3.32996, -9.23834, 21.60945)  0.075
H (0.35931, -11.67929, 27.70359)  0.081
H (-3.57872, -2.13865, 22.74702)  0.075
H (-1.59484, -3.59359, 24.53072)  0.116
H (-5.54743, -9.90497, 18.80786)  0.096
H (-2.83074, -10.93436, 20.08967)  0.055
H (-2.65778, -2.25706, 26.89343)  0.118
H (2.56068, -9.65253, 24.33964)  0.105
H (-1.92391, -3.73959, 26.78510)  0.127
H (-3.88807, -4.83828, 27.97113)  0.063
H (-3.47743, -7.01392, 20.91124)  0.069

Forces on atoms 1 to 3 (eV/Å):
-0.88 1.05 0.21
0.63 -0.62 1.57
-0.09 -0.13 0.24

---

[2]
Computed, not measured: a structure of composition C18H45BaN3O6, with ωB97M-V with the def2-TZVPD basis set.

Computed properties:
LUMO energy, eV: -4.451
F_max, eV Å⁻¹: 14.29
HOMO, eV: -14.44
Total charge: +2
Energy above the lowest of the compared OMol25 structures with the same formula, charge and spin, kcal/mol: 0.0

Last column: Löwdin charge in e.
Element x y z (Å)
Ba (-0.39646, -0.27957, 0.19190)  2.197
O (3.89972, 3.09389, -1.86926)  -0.180
O (-2.79736, -0.64310, -0.65114)  -0.330
O (0.50564, -2.12768, 1.77831)  -0.404
O (1.27562, 0.74392, 2.16925)  -0.340
O (-0.19037, -1.81045, -2.06676)  -0.286
O (-1.26039, 1.87477, -1.10210)  -0.324
N (-1.31642, 1.68994, 1.96743)  -0.165
N (2.06272, -0.10914, -0.94710)  -0.181
N (-2.29113, -1.56367, 2.09876)  -0.107
C (1.03873, -1.81791, -2.37566)  -0.360
C (-2.30208, 2.39411, 1.08539)  -0.129
C (0.81286, 1.69196, 3.06965)  -0.189
C (-0.14372, 2.51268, 2.20694)  -0.166
C (-1.12367, 2.08036, -2.49084)  -0.001
C (-1.77192, 2.64633, -0.34399)  -0.411
C (-3.71070, -0.90471, 0.14364)  -0.389
C (-3.45317, -1.93753, 1.29406)  -0.125
C (-0.78556, -3.08992, -2.06861)  -0.029
C (3.63126, 1.74840, -1.86851)  -0.237
C (2.44408, 1.33483, -0.90198)  -0.146
C (1.01339, -3.40983, 1.43965)  -0.060
C (2.40697, 0.01366, 2.58184)  -0.080
C (5.00054, 3.52227, -2.71038)  -0.045
C (1.72011, -0.50423, -2.29675)  -0.233
C (-1.63932, -2.65692, 2.58453)  -0.248
C (-3.20133, -0.57783, -2.09745)  0.029
C (-0.26203, -2.16189, 2.92636)  -0.252
H (-1.14527, 3.56224, -0.15389)  0.155
H (3.18941, 0.64659, 2.96305)  0.105
H (-0.39461, 3.40827, 2.71768)  0.129
H (-2.52074, 3.26025, 1.58112)  0.101
H (-0.36408, -1.26393, 3.52253)  0.124
H (-0.62625, -3.54772, -1.13354)  0.076
H (-2.11543, -3.05034, 3.44932)  0.143
H (5.90324, 3.07343, -2.39830)  0.069
H (1.64093, 2.20939, 3.49039)  0.130
H (-3.96950, 0.17514, -2.21989)  0.119
H (-4.65028, -1.12330, -0.29958)  0.131
H (1.48270, -3.17339, 0.43945)  0.100
H (2.57668, -0.48481, -2.90787)  0.116
H (-2.38884, -0.71361, -2.81753)  0.094
H (4.62590, 1.14061, -1.81168)  0.169
H (-4.39014, -2.11372, 1.79273)  0.139
H (2.74005, 1.55766, 0.09111)  0.099
H (-1.88349, -3.05062, -2.15376)  0.109
H (0.34832, 2.64922, 1.21865)  0.129
H (-2.69203, 2.93061, -0.84867)  0.146
H (1.84679, -3.68227, 2.07308)  0.108
H (-1.15029, 1.16290, -3.06770)  0.086
H (-4.09912, -0.12998, 0.82039)  0.124
H (-1.92013, 2.72412, -2.90318)  0.133
H (-2.66785, -1.10889, 2.91036)  0.134
H (-0.16625, 2.51705, -2.54799)  0.086
H (-3.74410, -1.45971, -2.32634)  0.086
H (-0.47790, -3.80310, -2.77606)  0.104
H (0.24789, -2.84159, 3.68719)  0.165
H (0.42192, -4.29457, 1.28896)  0.101
H (-1.48996, -3.40580, 1.86009)  0.111
H (5.14848, 4.60888, -2.48005)  0.115
H (2.82139, -0.58428, 1.86300)  0.051
H (1.52371, 1.84473, -1.15003)  0.093
H (-1.82604, 1.35045, 2.75829)  0.109
H (1.18445, 0.28520, -2.89929)  0.151
H (1.54980, -2.51882, -1.67694)  0.139
H (2.14446, -0.76437, 3.38970)  0.129
H (3.02449, -0.51504, -1.00829)  0.143
H (-3.25627, 1.91049, 1.09740)  0.105
H (0.30286, 1.23623, 3.89444)  0.127
H (-3.25846, -2.83361, 0.78949)  0.105
H (1.19888, -2.29880, -3.30897)  0.142
H (3.34217, 1.48262, -2.79996)  0.064
H (4.76652, 3.27346, -3.75608)  0.101

Forces on atoms 1 to 3 (eV/Å):
0.31 0.28 0.77
0.13 1.25 0.75
6.20 1.62 -7.47

---

[3]
Computed, not measured: a cluster of 5 separate species, C18H45BrNO13S4 in total, with ωB97M-V with the def2-TZVPD basis set.

Computed properties:
LUMO energy, eV: -3.037
F_max, eV Å⁻¹: 2.04
HOMO, eV: -12.03
Total charge: +1
Energy above the lowest of the compared OMol25 structures with the same formula, charge and spin, kcal/mol: 8.3

Last column: Löwdin charge in e.
Element x y z (Å)
Br (4.33629, -2.29350, -7.17894)  0.694
S (-2.37495, -4.84510, -3.52546)  0.581
S (-4.33489, 3.45124, 8.58073)  0.573
S (1.66855, -2.20812, -2.06901)  0.563
S (-2.06704, 1.37372, 1.39878)  0.558
O (-2.30135, -0.04081, 1.41403)  -0.283
O (-1.54028, -3.68084, -3.61676)  -0.292
O (2.81407, -1.37529, -1.80831)  -0.314
O (-5.41373, 4.33754, 8.27566)  -0.269
O (7.71423, -0.77185, -3.81144)  -0.061
O (-3.40963, 3.07098, 7.55354)  -0.284
O (-3.32280, 2.11405, 2.01980)  -0.260
O (-3.51222, 4.01897, 9.81817)  -0.262
O (-3.79420, -4.40407, -2.96196)  -0.257
O (1.78356, -3.62422, -1.91226)  -0.263
O (-0.86334, 1.90647, 1.95960)  -0.278
O (0.43839, -1.68969, -1.21743)  -0.257
O (-2.54927, -5.68450, -4.66753)  -0.262
N (6.27355, 0.97264, -4.14850)  -0.045
C (7.68259, 0.44493, -4.43668)  -0.123
C (-5.10885, -3.79756, -4.95862)  -0.070
C (5.40266, 1.39940, -5.29430)  -0.085
C (5.72428, 0.14485, -3.02751)  -0.046
C (-3.76814, 1.71132, 3.33943)  -0.237
C (1.03450, -1.81529, -3.65617)  -0.114
C (4.73296, 0.28018, -6.10537)  -0.258
C (7.01064, -0.56159, -2.58318)  -0.102
C (0.38106, -2.05368, 0.18448)  -0.237
C (1.35216, -1.26372, 1.03577)  -0.064
C (-2.24490, 1.98000, -0.24444)  -0.118
C (-2.57367, 5.08772, 9.56890)  -0.249
C (-4.49634, -3.34524, -3.64826)  -0.248
C (-4.97133, 2.01712, 9.37706)  -0.118
C (5.44504, -1.05792, -6.13910)  -0.604
C (-2.87562, 2.21784, 4.45211)  -0.070
C (-3.25030, 6.42552, 9.34673)  -0.072
C (-1.87637, -5.82148, -2.15111)  -0.110
H (-1.95015, 5.12400, 10.45948)  0.122
H (-5.27501, -3.03345, -2.95573)  0.123
H (-0.92202, -6.27223, -2.41412)  0.081
H (-2.49957, 7.21258, 9.27624)  0.082
H (-2.74498, 3.29684, 4.37859)  0.091
H (1.20731, -0.19450, 0.87918)  0.079
H (5.57073, -1.53329, -5.17884)  0.043
H (2.38873, -1.49871, 0.79528)  0.067
H (-5.64340, 1.53545, 8.67052)  0.077
H (-3.82344, -2.49776, -3.79032)  0.112
H (1.19099, -1.48741, 2.08945)  0.090
H (7.81809, 0.33982, -5.50534)  0.144
H (6.86078, -1.47699, -2.03437)  0.147
H (1.82532, -2.03043, -4.37159)  0.064
H (0.78526, -0.75727, -3.68371)  0.077
H (-3.31389, 1.98625, 5.41887)  0.057
H (6.01683, 2.00821, -5.94773)  0.136
H (6.38389, -1.02758, -6.67236)  0.059
H (-4.34435, -4.06082, -5.68787)  0.071
H (-3.16937, 1.59509, -0.66482)  0.076
H (-0.64086, -1.83788, 0.48878)  0.107
H (-3.92618, 6.65422, 10.17017)  0.086
H (7.61991, 0.14769, -2.01984)  0.136
H (-5.73528, -4.67553, -4.80513)  0.087
H (-4.14627, 1.35821, 9.63134)  0.076
H (-2.62482, -6.59092, -1.98417)  0.079
H (-2.24761, 3.06596, -0.21540)  0.076
H (0.53837, -3.12878, 0.28498)  0.116
H (6.44468, 1.86667, -3.68180)  0.180
H (0.16011, -2.42884, -3.85562)  0.038
H (-1.88724, 1.76101, 4.40878)  0.075
H (-1.76852, -5.17927, -1.28177)  0.074
H (-1.38782, 1.61854, -0.80877)  0.070
H (5.35563, 0.73435, -2.19746)  0.147
H (3.69647, 0.14807, -5.82347)  0.098
H (-5.51711, 2.32613, 10.26393)  0.077
H (8.39392, 1.16431, -4.03338)  0.153
H (-4.76512, 2.13544, 3.43518)  0.124
H (-1.93230, 4.81735, 8.72849)  0.113
H (4.63697, 2.04398, -4.88230)  0.138
H (4.70732, 0.62915, -7.13253)  0.113
H (-3.83510, 6.42992, 8.42833)  0.071
H (-5.71849, -2.99726, -5.37799)  0.083
H (4.94195, -0.53556, -3.33125)  0.117
H (-3.86972, 0.62525, 3.36760)  0.114

Forces on atoms 1 to 3 (eV/Å):
0.17 0.13 0.18
-0.33 -0.19 0.40
0.10 -0.03 0.48